This record from OMol25 describes a cluster of 11 separate species, C33H85BN7O18 in total at a distorted geometry. The level of theory is ωB97M-V/def2-TZVPD.

Last columns: bonded neighbours and bond lengths (Å).
Positions of all 144 atoms, in Å:
1 O 2.56 0.68 0.51  C2 1.261
2 C 1.46 0.57 -0.10  O1 1.261, O3 1.291, C6 1.622
3 O 0.27 0.66 0.39  C2 1.291, B4 1.442
4 B -0.79 0.54 -0.58  O3 1.442, O5 1.443, O8 1.418, O12 1.454
5 O -0.18 0.31 -1.87  B4 1.443, C6 1.376
6 C 1.18 0.25 -1.66  C2 1.622, O5 1.376, O7 1.238
7 O 2.08 0.03 -2.48  C6 1.238
8 O -1.64 1.67 -0.53  B4 1.418, C9 1.303
9 C -2.88 1.29 -0.40  O8 1.303, O10 1.248, C11 1.515
10 O -3.90 2.01 -0.30  C9 1.248
11 C -2.90 -0.21 -0.23  C9 1.515, O12 1.317, O13 1.234
12 O -1.64 -0.59 -0.24  B4 1.454, C11 1.317
13 O -3.92 -0.90 -0.17  C11 1.234
14 C -6.94 -3.30 2.58  C15 1.515, H20 1.090, H21 1.090, H22 1.090
15 C -7.31 -1.98 3.23  C14 1.515, C16 1.512, N19 1.464, H23 1.090
16 C -8.71 -1.46 2.98  C15 1.512, O17 1.460, H24 1.090, H25 1.090
17 O -9.12 -0.51 4.01  C16 1.460, C18 1.426
18 C -8.71 0.83 3.76  O17 1.426, H26 1.090, H27 1.090, H28 1.090
19 N -7.11 -2.21 4.66  C15 1.464, H29 1.010, H30 1.010
20 H -7.67 -4.04 2.91  C14 1.090
21 H -5.94 -3.66 2.84  C14 1.090
22 H -7.00 -3.22 1.49  C14 1.090
23 H -6.63 -1.20 2.91  C15 1.090
24 H -9.39 -2.30 3.12  C16 1.090
25 H -8.73 -0.99 2.00  C16 1.090
26 H -9.11 1.11 2.78  C18 1.090
27 H -7.66 0.99 3.52  C18 1.090
28 H -9.04 1.61 4.45  C18 1.090
29 H -7.54 -3.07 4.95  N19 1.010
30 H -7.79 -1.58 5.07  N19 1.010
31 C 11.52 -3.31 -5.68  C32 1.465, H37 1.090, H38 1.090, H39 1.090
32 C 10.83 -2.02 -5.57  C31 1.465, C33 1.560, N36 1.464, H40 1.090
33 C 9.33 -2.09 -5.15  C32 1.560, O34 1.394, H41 1.090, H42 1.090
34 O 8.83 -0.79 -5.21  C33 1.394, C35 1.378
35 C 8.13 -0.60 -4.03  O34 1.378, H43 1.090, H44 1.090, H45 1.090
36 N 11.62 -1.15 -4.68  C32 1.464, H46 1.010, H47 1.010
37 H 12.58 -3.08 -5.76  C31 1.090
38 H 11.21 -3.74 -6.63  C31 1.090
39 H 11.36 -4.01 -4.86  C31 1.090
40 H 10.79 -1.48 -6.52  C32 1.090
41 H 9.16 -2.66 -4.24  C33 1.090
42 H 8.85 -2.72 -5.90  C33 1.090
43 H 8.72 -0.43 -3.13  C35 1.090
44 H 7.29 -1.25 -3.77  C35 1.090
45 H 7.66 0.38 -4.13  C35 1.090
46 H 11.03 -0.36 -4.46  N36 1.010
47 H 11.82 -1.54 -3.77  N36 1.010
48 C -1.24 -0.50 4.34  C49 1.548, H54 1.090, H55 1.090, H56 1.090
49 C -2.60 -0.54 5.08  C48 1.548, C50 1.517, N53 1.446, H57 1.090
50 C -3.57 0.61 4.85  C49 1.517, O51 1.463, H58 1.090, H59 1.090
51 O -3.04 1.92 5.20  C50 1.463, C52 1.448
52 C -3.69 3.07 4.61  O51 1.448, H60 1.090, H61 1.090, H62 1.090
53 N -3.15 -1.85 4.82  C49 1.446, H63 1.010, H64 1.010
54 H -1.60 -0.57 3.31  C48 1.090
55 H -0.61 -1.37 4.50  C48 1.090
56 H -0.55 0.34 4.42  C48 1.090
57 H -2.29 -0.57 6.13  C49 1.090
58 H -4.55 0.41 5.28  C50 1.090
59 H -3.78 0.57 3.78  C50 1.090
60 H -4.78 2.99 4.62  C52 1.090
61 H -3.50 3.31 3.56  C52 1.090
62 H -3.52 3.96 5.22  C52 1.090
63 H -3.14 -2.07 3.83  N53 1.010
64 H -4.15 -1.80 4.94  N53 1.010
65 C -1.37 -2.53 -5.99  C66 1.531, H71 1.090, H72 1.090, H73 1.090
66 C -1.01 -1.52 -7.08  C65 1.531, C67 1.573, N70 1.391, H74 1.090
67 C -2.23 -1.18 -8.02  C66 1.573, O68 1.399, H75 1.090, H76 1.090
68 O -2.97 -2.17 -8.67  C67 1.399, C69 1.419
69 C -2.34 -2.75 -9.80  O68 1.419, H77 1.090, H78 1.090, H79 1.090
70 N -0.46 -0.41 -6.45  C66 1.391, H80 1.010, H81 1.010
71 H -1.28 -3.52 -6.45  C65 1.090
72 H -2.38 -2.35 -5.63  C65 1.090
73 H -0.68 -2.37 -5.16  C65 1.090
74 H -0.14 -1.82 -7.67  C66 1.090
75 H -1.79 -0.46 -8.72  C67 1.090
76 H -2.96 -0.69 -7.37  C67 1.090
77 H -3.06 -3.03 -10.58  C69 1.090
78 H -1.71 -3.60 -9.54  C69 1.090
79 H -1.70 -2.05 -10.32  C69 1.090
80 H -1.05 -0.10 -5.69  N70 1.010
81 H 0.48 -0.68 -6.23  N70 1.010
82 C 0.77 4.63 -4.23  C83 1.530, H88 1.090, H89 1.090, H90 1.090
83 C 2.16 4.96 -3.67  C82 1.530, C84 1.580, N87 1.471, H91 1.090
84 C 2.27 5.07 -2.09  C83 1.580, O85 1.409, H92 1.090, H93 1.090
85 O 3.56 5.59 -1.85  C84 1.409, C86 1.444
86 C 3.88 5.67 -0.45  O85 1.444, H94 1.090, H95 1.090, H96 1.090
87 N 3.16 4.05 -4.23  C83 1.471, H97 1.010, H98 1.010
88 H 0.38 3.69 -3.83  C82 1.090
89 H 0.90 4.60 -5.31  C82 1.090
90 H 0.04 5.38 -3.94  C82 1.090
91 H 2.37 5.99 -3.94  C83 1.090
92 H 2.06 4.07 -1.71  C84 1.090
93 H 1.59 5.85 -1.74  C84 1.090
94 H 4.97 5.70 -0.37  C86 1.090
95 H 3.59 4.77 0.10  C86 1.090
96 H 3.47 6.56 0.03  C86 1.090
97 H 4.02 4.12 -3.71  N87 1.010
98 H 2.82 3.12 -4.03  N87 1.010
99 C 1.83 3.15 6.63  C100 1.534, H105 1.090, H106 1.090, H107 1.090
100 C 1.05 4.34 6.06  C99 1.534, C101 1.543, N104 1.454, H108 1.090
101 C 0.83 4.32 4.53  C100 1.543, O102 1.433, H109 1.090, H110 1.090
102 O 0.34 5.56 4.00  C101 1.433, C103 1.427
103 C -0.32 5.34 2.75  O102 1.427, H111 1.090, H112 1.090, H113 1.090
104 N -0.23 4.44 6.75  C100 1.454, H114 1.010, H115 1.010
105 H 1.34 2.19 6.51  C99 1.090
106 H 2.04 3.48 7.65  C99 1.090
107 H 2.72 3.06 6.01  C99 1.090
108 H 1.52 5.30 6.25  C100 1.090
109 H 0.28 3.45 4.17  C101 1.090
110 H 1.84 4.27 4.13  C101 1.090
111 H -0.81 6.29 2.51  C103 1.090
112 H -1.13 4.62 2.69  C103 1.090
113 H 0.38 5.19 1.93  C103 1.090
114 H -0.13 4.02 7.66  N104 1.010
115 H -0.82 3.80 6.23  N104 1.010
116 C 5.78 -7.21 6.01  C117 1.537, H122 1.090, H123 1.090, H124 1.090
117 C 4.39 -6.78 5.50  C116 1.537, C118 1.487, N121 1.467, H125 1.090
118 C 4.23 -5.65 4.55  C117 1.487, O119 1.469, H126 1.090, H127 1.090
119 O 4.90 -4.40 4.93  C118 1.469, C120 1.464
120 C 5.08 -3.44 3.83  O119 1.464, H128 1.090, H129 1.090, H130 1.090
121 N 3.64 -7.97 5.09  C117 1.467, H131 1.010, H132 1.010
122 H 5.72 -8.10 6.64  C116 1.090
123 H 6.20 -6.38 6.58  C116 1.090
124 H 6.44 -7.43 5.17  C116 1.090
125 H 3.97 -6.46 6.46  C117 1.090
126 H 3.17 -5.42 4.51  C118 1.090
127 H 4.44 -6.05 3.56  C118 1.090
128 H 4.19 -2.88 3.55  C120 1.090
129 H 5.44 -3.93 2.93  C120 1.090
130 H 5.78 -2.61 3.95  C120 1.090
131 H 2.66 -7.87 4.88  N121 1.010
132 H 4.08 -8.41 4.29  N121 1.010
133 O -5.88 -3.07 -3.11  H134 0.957, H135 0.957
134 H -5.51 -2.80 -2.27  O133 0.957
135 H -6.22 -2.27 -3.51  O133 0.957
136 O -8.67 0.50 -1.55  H137 0.957, H138 0.957
137 H -8.21 0.36 -2.38  O136 0.957
138 H -7.97 0.61 -0.90  O136 0.957
139 C -6.38 4.05 -4.07  O140 1.464, H141 1.090, H142 1.090, H143 1.090
140 O -7.23 3.43 -5.08  C139 1.464, H144 0.960
141 H -6.33 5.12 -4.27  C139 1.090
142 H -6.63 3.85 -3.02  C139 1.090
143 H -5.32 3.83 -4.21  C139 1.090
144 H -8.14 3.52 -4.79  O140 0.960

Computed properties:
Net charge: -1
Energy relative to the best compared isomer or geometry (same formula, charge and spin): 127.57 kcal per mole
E: -3070.8307 a.u.
HOMO: -7.1 eV

These are the Mulliken partial charges, in e, on atoms 1 to 2: number 1, O, carries -0.708; number 2, C, carries 0.519